C12H14NO2 | the ωB97M-V functional and the def2-TZVPD basis

Each line ends with the Löwdin charge.
Cartesian coordinates (Å):
C1 -2.4613 -3.7458 -1.7752  0.215
C2 -2.1218 -2.5902 -1.7422  -0.020
C3 -1.7287 -1.2198 -1.7134  -0.552
O1 -2.6385 -0.3058 -1.4593  0.106
O2 -1.0841 -0.9408 -3.0035  0.065
N1 -0.5020 -1.0338 -0.7526  0.237
C4 -0.7028 0.2497 0.0219  -0.194
C5 -0.1443 1.4657 -0.7301  -0.129
C6 1.3572 1.5247 -0.5621  -0.079
C7 1.4475 0.9496 0.8632  -0.157
C8 2.4063 1.1415 1.8223  -0.007
C9 2.0413 0.7485 3.1041  -0.053
C10 0.8410 0.0205 3.4082  -0.035
C11 -0.0146 -0.3105 2.3334  -0.017
C12 0.3081 0.2302 1.1046  -0.208
H1 -2.9899 -4.7170 -1.7714  0.090
H2 -2.5032 0.6085 -1.8442  0.181
H3 -1.1664 -1.6956 -3.5411  0.083
H4 0.2898 -1.0166 -1.3437  0.165
H5 -0.4849 -1.8393 -0.1256  0.185
H6 -1.6707 0.5383 0.2955  0.147
H7 -0.5815 2.2738 -0.2372  0.119
H8 -0.4778 1.4234 -1.8161  0.140
H9 1.6414 2.5555 -0.6211  0.120
H10 1.7796 1.1660 -1.4604  0.106
H11 3.3463 1.7425 1.7158  0.143
H12 2.5834 0.9049 4.0259  0.106
H13 0.6859 -0.5057 4.4051  0.133
H14 -0.9785 -0.7208 2.5030  0.109

Computed properties:
Structure (SMILES): C#CC(O)(O)[NH2+][C@@H]1CCc2ccccc21
Lowest unoccupied orbital energy: -2.71 eV
Relative energy (zero: lowest compared OMol25 entry of this formula, charge and spin): 28.97 kcal/mol
Molecular weight: 204.25 g mol⁻¹
Total charge: +1
Kohn-Sham gap: 0.359 Eh